Formula: C4H7NO2
Source: the Open Molecules 2025 dataset
Level of theory: ωB97M-V/def2-TZVPD

XYZ file:
```
14
Properties=species:S:1:pos:R:3:mulliken_charge:R:1
C -1.3033 1.5269 -0.0778 -1.153
N 1.2174 -0.7411 -0.5166 -0.341
C 0.3240 0.1490 1.2457 0.543
C -0.6435 0.2384 0.3186 0.204
C -0.3814 -0.8455 -0.6666 -0.432
O 2.2516 -1.4405 0.1316 -0.384
O 0.7114 0.0985 2.3691 -0.471
H 1.9289 -2.1465 0.7118 0.320
H 1.6103 0.0678 -0.9905 0.236
H -0.8914 1.9147 -1.0131 0.298
H -2.3767 1.3829 -0.2187 0.287
H -1.1487 2.2878 0.6850 0.357
H -0.5624 -1.8551 -0.2985 0.230
H -0.7362 -0.6375 -1.6799 0.308
```

Computed properties:
Largest force on an atom (eV/A): 3.45
LUMO energy (eV): 0.7
DFT total energy (eV): -9841.02898
Molecular weight (g/mol): 101.10
SMILES: CC(=C=O)CNO